(1)
64
Properties=species:S:1:pos:R:3:lowdin_charge:R:1 method="wB97M-V/def2-TZVPD" e_lumo_ha=-0.0074 gap_ev=8.1
Te -1.11 -0.08 3.66 1.709
Sb 1.61 -0.98 -0.50 1.291
Ag -1.59 -0.66 0.86 0.443
S -4.13 -1.35 -0.70 0.815
S -4.02 0.70 2.04 0.858
S -0.41 -2.05 -0.83 0.043
S -4.26 2.46 -1.27 0.867
F -0.81 -1.33 5.04 -0.373
F -2.48 0.55 4.77 -0.391
F 0.18 -1.23 2.81 -0.431
F -2.35 -1.45 3.13 -0.448
F 0.11 0.91 4.71 -0.381
O -1.14 1.09 2.34 -0.665
C 2.34 0.20 1.11 -0.350
C 3.30 -0.36 1.95 -0.113
C -3.70 -0.19 -2.04 -0.545
C 4.24 -4.47 -0.34 -0.077
C 2.08 1.61 -2.19 -0.111
C 1.76 1.73 -4.58 -0.080
C 1.89 1.49 1.30 -0.148
C 1.43 0.38 -4.61 -0.077
C 2.42 2.25 2.33 -0.067
C -3.82 3.00 0.42 -0.530
C 1.41 -0.36 -3.43 -0.146
C 2.08 2.34 -3.38 -0.080
C -3.05 1.13 -1.64 -0.534
C 3.19 -3.57 -0.14 -0.127
C 4.20 -2.06 -1.73 -0.113
C 5.24 -2.96 -1.92 -0.078
C 5.26 -4.16 -1.22 -0.079
C -5.58 -0.56 0.09 -0.521
C 3.37 1.71 3.17 -0.066
C -5.40 -0.38 1.59 -0.517
C -4.63 2.34 1.53 -0.485
C 1.74 0.26 -2.22 -0.363
C 3.81 0.40 2.99 -0.065
C 3.18 -2.37 -0.83 -0.357
H -2.44 1.49 -2.46 0.068
H -4.57 2.96 2.43 0.074
H -2.42 1.00 -0.76 0.017
H 2.38 -3.81 0.54 0.104
H 4.55 -0.03 3.66 0.109
H -6.43 -1.22 -0.10 0.071
H -5.75 0.38 -0.42 0.032
H 1.14 1.91 0.64 0.097
H 2.06 3.26 2.49 0.114
H -4.01 4.07 0.41 0.066
H 1.13 -1.40 -3.44 0.087
H 2.34 2.09 -1.26 0.086
H 6.07 -4.85 -1.37 0.105
H 3.65 -1.37 1.80 0.098
H 1.76 2.30 -5.49 0.105
H 1.17 -0.10 -5.54 0.107
H -5.68 2.24 1.24 0.074
H -2.75 2.84 0.57 0.065
H -5.16 -1.34 2.06 0.074
H 2.33 3.39 -3.35 0.106
H 4.24 -5.41 0.20 0.107
H 4.18 -1.12 -2.27 0.098
H -6.31 0.01 2.04 0.081
H 6.03 -2.72 -2.62 0.106
H -2.98 -0.77 -2.62 0.057
H 3.76 2.29 3.99 0.110
H -4.59 -0.03 -2.64 0.071

(2)
58
Properties=species:S:1:pos:R:3:lowdin_charge:R:1 method="wB97M-V/def2-TZVPD" charge=+2 multiplicity=6 e_lumo_ha="-0.2464 / -0.4051" s2=8.8021 gap_ev="5.3 / 3.6"
I 3.32 -2.42 -0.48 0.703
Ru 0.77 -1.68 0.10 0.390
As 1.79 0.75 -0.34 1.285
Cl 1.42 -1.65 2.39 -0.060
P -1.11 -0.77 1.22 0.641
O -1.12 -3.53 -1.17 0.038
O -0.64 -0.98 -2.46 0.163
C 5.39 1.39 1.71 -0.052
C 1.54 2.64 -4.17 -0.043
C 1.71 1.13 -2.30 -0.380
C 1.32 2.37 -2.82 -0.093
C -2.35 0.16 0.20 -0.231
C 5.94 1.50 -0.66 -0.044
C 6.29 1.73 0.68 -0.045
C 2.10 0.09 -3.16 -0.165
C -2.09 -2.30 1.54 -0.231
C -0.06 -1.20 -1.47 -0.429
C 2.32 0.37 -4.51 -0.040
C 3.70 0.96 0.05 -0.485
C 2.14 3.77 0.03 0.006
C 1.87 4.96 0.71 0.060
C 4.09 1.00 1.40 -0.130
C -0.21 4.04 1.47 0.044
C 4.64 1.08 -0.97 -0.127
C 1.34 2.66 0.24 -0.287
C 2.08 1.66 -5.01 -0.037
C -1.36 -0.06 2.89 -0.273
C -0.17 -3.42 -0.37 -0.471
C 0.44 -4.73 0.13 -0.047
C 0.70 5.09 1.46 0.005
C 0.14 2.78 0.97 -0.003
H -1.47 -2.91 2.21 0.056
H -3.04 -2.01 2.02 0.069
H -2.30 -2.81 0.59 0.041
H 5.72 1.44 2.75 0.122
H -1.21 4.18 1.91 0.148
H 0.02 -5.53 -0.51 0.108
H 0.48 6.01 2.01 0.142
H -0.78 -0.65 3.59 0.018
H 6.66 1.66 -1.46 0.120
H 0.15 -4.94 1.17 0.102
H 0.85 3.11 -2.18 0.090
H 2.69 -0.42 -5.18 0.126
H -2.41 -0.29 -0.80 0.042
H -0.50 1.90 1.13 0.056
H 2.31 1.89 -6.05 0.123
H 2.26 -0.92 -2.78 0.044
H 1.30 3.62 -4.57 0.117
H 7.26 2.16 0.92 0.120
H -2.07 1.22 0.08 0.030
H 2.58 5.79 0.66 0.150
H 4.35 0.85 -2.00 0.096
H 3.37 0.74 2.17 0.084
H -3.34 0.11 0.68 0.068
H 1.53 -4.76 0.04 0.023
H -2.42 -0.11 3.17 0.063
H -1.05 0.99 2.97 0.029
H 3.00 3.72 -0.67 0.149

(3)
59
Properties=species:S:1:pos:R:3:lowdin_charge:R:1 method="wB97M-V/def2-TZVPD" charge=+3 e_lumo_ha="-0.4993 / -0.4923" gap_ev="2.7 / 2.9"
Pb 0.75 1.70 -1.48 0.962
I 0.19 3.75 -3.76 1.041
As -0.16 -1.68 0.16 1.284
Cl -1.75 1.80 -2.27 0.049
P -0.44 3.47 0.69 0.846
O -0.24 -0.06 -0.40 -0.731
O 3.06 4.15 -2.78 0.065
O 1.96 1.16 2.16 0.156
C -2.23 3.18 0.76 -0.220
C 1.61 1.79 1.27 -0.090
C -1.63 -2.56 -0.71 -0.301
C 3.40 -2.92 -1.72 -0.051
C 0.62 -1.87 4.29 -0.047
C 3.07 -4.39 0.17 -0.032
C -0.35 -1.65 2.09 -0.310
C -1.36 -3.65 -1.54 -0.073
C -3.99 -2.73 -1.18 -0.043
C 0.78 -1.76 2.90 -0.124
C -2.92 -2.01 -0.63 -0.104
C -0.11 3.91 2.42 -0.215
C 2.31 4.48 -3.67 -0.664
C -0.66 -1.81 4.85 -0.036
C -1.78 -1.63 4.03 -0.042
C 2.49 5.39 -4.84 -0.062
C 1.89 -3.71 0.50 -0.082
C -3.74 -3.91 -1.89 -0.032
C -0.33 5.10 -0.09 -0.213
C 2.22 -2.23 -1.40 -0.110
C -2.43 -4.36 -2.10 -0.035
C 3.82 -3.99 -0.93 -0.033
C -1.63 -1.54 2.64 -0.083
C 1.48 -2.61 -0.27 -0.333
H -2.50 -1.38 2.00 0.090
H 1.79 -1.76 2.46 0.105
H 3.52 5.82 -4.80 0.137
H -0.69 5.05 -1.13 0.008
H -2.77 -1.52 4.48 0.122
H 1.72 6.18 -4.77 0.105
H -2.60 2.91 -0.25 -0.017
H -2.44 2.33 1.44 0.079
H -0.73 4.76 2.74 0.095
H 1.88 -1.40 -2.04 0.082
H -0.33 -3.94 -1.75 0.107
H 0.72 5.43 -0.11 0.077
H -0.94 5.81 0.49 0.097
H -2.75 4.08 1.12 0.103
H 4.01 -2.62 -2.58 0.121
H 1.50 -1.99 4.93 0.129
H -2.24 -5.22 -2.74 0.124
H 2.31 4.80 -5.75 0.112
H -0.31 3.06 3.08 0.075
H -5.00 -2.33 -1.08 0.121
H 3.38 -5.23 0.80 0.129
H -3.06 -1.02 -0.18 0.096
H -4.57 -4.44 -2.35 0.126
H 4.76 -4.51 -1.14 0.127
H 1.29 -4.02 1.36 0.116
H 0.94 4.19 2.55 0.072
H -0.78 -1.86 5.93 0.125

(4)
68
Properties=species:S:1:pos:R:3:lowdin_charge:R:1 method="wB97M-V/def2-TZVPD" charge=+3 multiplicity=2 e_lumo_ha="-0.4535 / -0.4544" s2=1.2300 gap_ev="3.4 / 3.7"
Pt 0.27 0.19 -0.12 0.728
Ge -3.09 1.10 -2.39 0.078
Cl -0.90 1.65 -1.81 0.126
Cl -2.76 0.78 -4.50 0.179
Cl -4.10 2.97 -2.07 0.179
S -1.39 -1.87 -0.69 0.856
S 1.78 -0.53 -1.98 0.745
N 0.30 2.18 1.09 0.041
N 0.11 -0.59 1.95 0.014
N 1.48 0.51 -4.43 -0.103
N 0.27 -1.31 -4.17 0.039
N 1.40 4.04 1.53 0.203
N 0.85 -1.10 3.96 0.205
N 2.58 0.53 1.08 -0.092
N 0.08 -3.25 -2.48 -0.003
N 0.24 -4.08 -0.45 -0.085
C -1.33 -1.96 4.92 0.025
C -0.49 -1.41 3.96 -0.164
C 0.06 4.38 1.54 -0.162
C -0.96 -1.04 2.68 -0.244
C -2.67 -2.10 4.58 -0.036
C -0.60 5.58 1.73 0.023
C 0.00 -4.31 0.95 0.016
C 1.10 -0.45 -3.55 -0.668
C -2.69 4.37 1.42 -0.058
C -3.15 -1.68 3.34 -0.045
C 0.88 0.26 -5.62 0.041
C -0.63 3.18 1.26 -0.243
C 2.36 1.61 -4.15 -0.008
C 0.13 -0.88 -5.45 -0.011
C 0.93 -4.31 -2.53 0.019
C 1.16 -0.61 2.75 -0.279
C -1.99 5.55 1.67 -0.036
C 1.03 -4.83 -1.27 0.032
C -2.32 -1.14 2.38 -0.058
C 2.78 1.98 1.15 -0.109
C 1.49 2.72 1.27 -0.283
C -0.32 -3.11 -1.21 -0.669
C -2.03 3.17 1.22 -0.036
C 2.54 -0.15 2.38 -0.090
B -0.59 -2.47 -3.63 -0.445
H 3.40 1.32 -4.25 0.118
H 3.20 -1.02 2.35 0.149
H -3.76 4.39 1.38 0.117
H 1.39 -4.64 -3.43 0.151
H 0.11 -5.37 1.17 0.119
H -3.36 -2.54 5.29 0.125
H -1.60 -1.98 -3.18 0.058
H -0.50 -1.39 -6.16 0.149
H 3.43 2.26 1.99 0.145
H -0.07 6.50 1.92 0.127
H 0.71 -3.75 1.56 0.101
H 2.91 0.50 3.19 0.146
H -2.71 -0.77 1.44 0.069
H -1.01 -3.99 1.20 0.093
H -4.21 -1.77 3.14 0.121
H 2.17 4.68 1.69 0.192
H 3.31 0.13 0.51 0.110
H 2.18 1.97 -3.13 0.068
H 1.47 -1.24 4.75 0.194
H -0.86 -3.22 -4.51 0.109
H 3.28 2.31 0.23 0.146
H 2.16 2.42 -4.85 0.116
H -2.56 2.24 1.05 0.096
H -2.54 6.46 1.83 0.123
H -0.97 -2.28 5.89 0.129
H 1.59 -5.68 -0.92 0.151
H 1.02 0.87 -6.48 0.156

(5)
86
Properties=species:S:1:pos:R:3:lowdin_charge:R:1 method="wB97M-V/def2-TZVPD" smiles="C#CCCCN(C(=O)O[C@H](Br)CC)P(O)(O)=S.FC(F)C(F)(F)COC(F)(F)C(F)F.FC(F)C(F)(F)COC(F)(F)C(F)F.FC(F)C(F)(F)COC(F)(F)C(F)F" e_lumo_ha=0.0161 gap_ev=9.6
Br -0.85 4.34 -0.19 0.833
S -1.51 0.39 -2.19 0.421
P -1.45 0.51 -0.24 0.238
F -1.10 2.54 9.69 0.145
F 0.29 -0.54 8.74 0.103
F 2.00 0.47 6.78 0.131
F -7.22 3.78 -4.01 0.099
F 2.73 -5.62 -0.70 0.104
F 5.18 -4.12 -0.41 0.144
F 0.84 -0.72 4.63 0.086
F 3.68 -3.97 -2.63 0.090
F 3.04 -4.61 1.21 0.094
F -5.49 2.10 -2.69 0.097
F -0.65 -0.37 6.17 0.101
F 3.47 -4.70 -4.67 0.090
F -2.93 2.50 -5.07 0.146
F -3.60 3.18 -2.47 0.065
F -9.20 2.95 -4.34 0.094
F 3.89 -6.78 -2.97 0.134
F 5.68 -5.45 1.21 0.146
F -7.36 0.96 -4.42 0.135
F 1.93 1.72 5.00 0.102
F -4.68 3.75 -4.93 0.145
F -1.61 1.47 7.89 0.151
F 5.53 -6.42 -4.35 0.104
F -8.31 1.37 -6.33 0.102
F -1.41 -0.18 10.06 0.100
O -4.88 1.56 -5.41 0.046
O 0.99 2.90 1.48 -0.035
O 5.47 -6.32 -0.79 0.043
O -1.77 -0.94 0.35 -0.166
O -2.63 1.43 0.26 -0.175
O -0.85 1.92 2.26 0.153
O 0.49 2.23 8.21 0.042
N 0.08 1.07 0.30 -0.099
C -0.28 0.37 9.55 -0.288
C -4.23 2.19 -3.17 -0.320
C 4.90 -5.93 -3.25 -0.441
C -6.06 1.89 -6.15 -0.039
C 5.93 -5.98 -2.10 -0.037
C 1.17 1.18 5.99 -0.437
C 4.34 -4.56 -3.64 -0.306
C 2.04 4.10 -0.33 -0.248
C 4.97 -5.36 0.06 -0.535
C 1.38 -1.56 -2.60 -0.182
C 3.50 -5.60 0.41 -0.285
C -0.63 1.65 8.79 -0.537
C 0.88 4.07 0.65 -0.649
C -8.00 3.18 -4.93 -0.307
C 1.92 3.12 -1.51 -0.107
C -0.03 1.97 1.41 -0.620
C -4.21 2.52 -4.66 -0.531
C 0.98 -0.04 0.81 -0.150
C -7.42 1.86 -5.43 -0.441
C 0.96 -2.42 -3.33 0.107
C 1.36 -1.11 -0.21 -0.164
C 0.17 0.25 5.30 -0.301
C 1.80 -0.58 -1.60 -0.213
C 0.60 2.36 6.80 -0.035
H 1.02 4.91 1.32 0.097
H 0.41 0.59 10.37 0.175
H -8.16 3.88 -5.76 0.172
H 0.73 -3.02 -4.16 0.026
H -1.70 -1.55 -0.40 0.059
H 3.38 -6.56 0.92 0.176
H -3.07 1.83 -0.50 0.047
H 6.59 -6.80 -2.36 0.148
H 1.33 3.16 6.67 0.147
H 2.92 3.83 0.26 0.114
H 2.23 -1.62 0.21 0.116
H -6.11 1.10 -6.89 0.147
H -0.32 2.75 6.35 0.147
H 0.45 -0.50 1.65 0.116
H 2.89 -0.56 -1.66 0.116
H 5.15 -3.89 -3.98 0.174
H 6.56 -5.09 -2.09 0.144
H 0.62 -1.88 -0.34 0.095
H 2.34 3.58 -2.40 0.076
H -3.72 1.25 -2.97 0.070
H -5.92 2.81 -6.72 0.144
H 2.23 5.11 -0.69 0.109
H -0.44 0.80 4.57 0.158
H 1.41 0.40 -1.84 0.055
H 0.90 2.83 -1.74 0.029
H 1.89 0.39 1.22 0.134
H 2.53 2.24 -1.32 0.060

(6)
57
Properties=species:S:1:pos:R:3:lowdin_charge:R:1 method="wB97M-V/def2-TZVPD" smiles="CCCOCC(=O)OC.Fc1ccccc1.Fc1ccccc1.Fc1ccccc1" e_lumo_ha=0.0243 gap_ev=10.1
F -0.70 -1.62 3.36 0.056
F -2.75 -3.01 -6.32 0.057
F -1.95 0.62 -0.41 0.049
O 3.17 3.86 3.41 0.209
O 4.79 3.22 1.48 -0.111
O 1.37 3.01 2.58 -0.020
C 6.41 1.24 3.14 -0.077
C -2.25 -0.62 -0.83 -0.280
C -2.32 -2.26 -2.57 -0.076
C -2.01 -0.97 -2.14 -0.012
C -1.22 -1.26 -5.95 -0.033
C -3.12 -2.80 -0.36 -0.075
C -3.61 -2.12 5.44 -0.081
C -0.77 0.01 -6.26 -0.082
C -2.80 -1.52 0.07 -0.011
C -2.37 -2.33 4.86 -0.016
C 2.70 3.19 2.61 -0.524
C -3.90 -0.13 4.13 -0.076
C 5.84 2.43 0.93 -0.232
C -2.97 -1.05 -7.59 -0.015
C -2.65 -0.32 3.55 -0.041
C 3.57 2.53 1.55 -0.140
C -2.87 -3.17 -1.68 -0.089
C -2.32 -1.77 -6.62 -0.288
C 0.94 1.65 2.36 -0.042
C -4.37 -1.02 5.08 -0.093
C 6.89 2.10 1.95 -0.211
C -1.91 -1.43 3.93 -0.293
C -1.42 0.76 -7.23 -0.095
C -2.52 0.23 -7.90 -0.081
H -0.74 -1.86 -5.19 0.109
H 3.08 2.53 0.58 0.143
H -1.58 -0.25 -2.82 0.112
H -3.03 0.81 -8.65 0.105
H -1.07 1.75 -7.48 0.101
H 0.09 0.42 -5.75 0.106
H 7.24 3.04 2.35 0.107
H -3.12 -4.17 -2.01 0.103
H 3.78 1.52 1.89 0.107
H -1.76 -3.19 5.12 0.118
H 0.23 1.39 3.13 0.081
H -2.26 0.37 2.82 0.110
H 0.42 1.62 1.41 0.089
H -3.98 -2.82 6.18 0.105
H -4.49 0.73 3.85 0.108
H 5.42 0.83 3.01 0.056
H 6.31 3.06 0.18 0.118
H 7.09 0.43 3.28 0.062
H 7.71 1.61 1.44 0.103
H -2.12 -2.55 -3.59 0.079
H -5.34 -0.86 5.53 0.102
H -3.82 -1.48 -8.10 0.118
H -2.98 -1.21 1.09 0.094
H -3.56 -3.50 0.33 0.107
H 5.46 1.57 0.40 0.121
H 1.75 0.93 2.39 0.087
H 6.37 1.84 4.04 0.070

(7)
75
Properties=species:S:1:pos:R:3:lowdin_charge:R:1 method="wB97M-V/def2-TZVPD" charge=+1 e_lumo_ha=-0.1561 gap_ev=9.1
F 6.54 3.94 5.33 0.086
F -2.57 -4.53 -6.44 0.105
F 3.30 -6.14 -3.99 0.091
F -4.67 1.25 -2.21 0.046
F -1.63 -0.09 4.88 0.051
O 1.20 0.85 0.77 0.009
O -5.74 4.19 -0.76 0.080
O 3.40 -4.07 -3.08 0.135
O -1.44 -4.71 -4.49 0.152
O -2.07 1.86 1.77 0.141
O 5.34 2.77 1.22 0.166
O -7.44 4.73 -2.15 0.208
O 2.63 -2.86 -4.78 0.074
O -6.09 2.96 -2.60 0.132
O -2.15 -2.89 -3.45 0.059
O 3.43 -1.82 -2.95 0.163
O -3.85 2.15 6.28 0.080
O -1.33 2.59 -0.20 0.188
O 4.41 4.25 2.65 0.072
O -0.51 -4.10 -2.54 0.139
O 6.33 3.26 3.19 0.140
O -3.29 1.97 8.46 0.212
O -2.35 0.61 6.91 0.135
N -0.28 -2.22 -0.37 0.129
C -3.32 1.56 5.09 -0.075
C 0.32 -0.06 0.36 -0.198
C -4.82 2.61 -2.13 -0.314
C 0.66 -1.37 0.04 0.085
C -1.29 -3.92 -3.42 -0.549
C 5.36 3.36 2.25 -0.552
C -1.98 -0.63 -0.18 0.062
C 4.70 4.64 3.99 -0.044
C -1.03 0.29 0.26 -0.007
C -2.73 0.27 5.61 -0.318
C -4.85 3.08 -0.69 -0.066
C 2.65 -4.96 -3.89 -0.316
C 2.59 -4.23 -5.21 -0.037
C 2.53 0.77 0.19 -0.130
C -3.18 1.62 7.34 -0.527
C -1.47 1.70 0.57 -0.469
C 6.18 4.34 4.10 -0.309
C -1.57 -1.90 -0.50 -0.020
C 3.19 -2.81 -3.56 -0.553
C 3.51 0.07 1.13 -0.208
C -2.68 -4.38 -5.12 -0.290
C 4.61 -0.71 0.39 -0.070
C -6.52 4.04 -1.86 -0.531
C -2.85 -2.93 -4.71 -0.017
H 0.00 -3.17 -0.64 0.162
H 3.46 -4.45 -5.83 0.149
H -2.25 -2.66 -0.85 0.139
H 4.46 5.69 4.15 0.142
H 6.84 5.15 3.78 0.176
H -3.89 -2.62 -4.59 0.147
H -5.28 2.31 -0.04 0.144
H 2.93 -0.60 1.77 0.105
H -4.11 1.42 4.36 0.140
H 5.59 -0.34 0.66 0.076
H 2.85 1.80 0.03 0.135
H -3.42 -0.57 5.63 0.175
H -3.01 -0.33 -0.28 0.138
H 1.68 -4.42 -5.78 0.138
H -2.55 2.21 4.67 0.140
H 4.58 -1.77 0.66 0.073
H -1.79 1.15 2.37 0.117
H 1.69 -5.13 -3.42 0.152
H 1.69 -1.71 0.10 0.154
H -2.36 -2.26 -5.42 0.152
H 2.48 0.30 -0.80 0.123
H 4.13 4.02 4.69 0.145
H 3.93 0.83 1.79 0.088
H 4.51 -0.63 -0.69 0.062
H -3.88 3.37 -0.32 0.124
H -3.45 -5.05 -4.74 0.180
H -4.05 3.08 -2.75 0.176

no.,energy (a.u.)
1,-3753.280469
2,-4510.346160
3,-4683.203971
4,-5820.772053
5,-7222.521638
6,-1455.985145
7,-2838.984186